# 1
C36H76F12N4O14S4Ti | ωB97M-V with the def2-TZVPD basis set

Atoms and positions in Å:
Ti1 -1.199 -0.417 0.097
S1 -0.951 3.032 0.684
S2 1.996 -1.691 -0.731
S3 -3.385 -0.526 -2.722
S4 -2.628 -3.386 2.040
F1 -1.558 -2.207 -3.657
F2 -3.617 -2.948 -3.581
F3 1.019 3.266 2.571
F4 0.674 -3.963 -1.327
F5 -3.108 -1.467 -5.084
F6 -0.978 3.654 3.352
F7 -3.735 -5.430 0.633
F8 2.630 -4.247 -0.500
F9 -3.477 -3.654 -0.511
F10 -1.765 -4.924 -0.046
F11 1.008 -3.584 0.827
F12 -0.060 5.025 2.103
O1 -4.011 -3.004 2.463
O2 -4.807 -0.590 -2.580
O3 -0.973 1.588 0.889
O4 -0.015 3.436 -0.382
O5 -1.905 -2.193 1.661
O6 -1.899 -4.228 2.961
O7 2.762 -1.166 0.390
O8 2.865 -1.607 -1.927
O9 0.722 -1.061 -0.907
O10 -2.560 -0.760 -1.541
O11 2.692 -3.743 4.939
O12 -2.959 0.676 -3.435
O13 -2.269 3.705 0.643
O14 0.171 3.918 -5.283
N1 -7.109 -0.986 0.198
N2 1.555 -0.963 4.104
N3 1.200 1.241 -4.144
N4 6.096 0.737 -0.317
C1 1.454 0.220 3.097
C2 6.046 -0.231 0.812
C3 0.604 -0.151 -4.217
C4 4.645 2.735 0.553
C5 -4.900 0.172 1.261
C6 -6.641 -3.586 -0.112
C7 2.449 1.289 -3.229
C8 8.935 3.513 -1.257
C9 -8.547 -1.227 0.662
C10 3.444 -2.531 5.015
C11 7.733 2.571 -1.483
C12 6.636 -1.548 0.359
C13 2.911 -1.722 3.777
C14 0.152 2.209 -3.646
C15 -9.162 0.113 0.792
C16 0.305 -1.798 3.953
C17 -2.905 -4.416 0.419
C18 3.249 3.396 0.298
C19 -6.212 -0.596 1.468
C20 1.531 -3.537 -0.403
C21 1.586 -0.411 5.482
C22 0.421 3.734 -3.922
C23 -7.299 0.212 -0.765
C24 6.138 -0.228 -1.558
C25 -4.081 0.293 2.576
C26 -6.404 -2.207 -0.635
C27 -2.860 -1.930 -3.847
C28 -4.521 1.436 3.493
C29 1.672 1.485 -5.633
C30 -0.168 3.775 2.314
C31 2.996 4.233 -0.898
C32 7.455 1.572 -0.300
C33 -6.376 -4.709 -1.212
C34 5.964 -1.640 -0.958
C35 -8.403 1.125 -0.076
C36 4.869 1.658 -0.534
H1 -6.248 -5.652 -0.681
H2 1.241 -0.767 -4.851
H3 -4.021 1.403 4.461
H4 -8.611 -1.938 1.486
H5 7.072 -0.084 -2.101
H6 -7.659 -3.757 0.240
H7 -7.230 -4.875 -1.869
H8 1.365 4.102 -3.521
H9 0.210 2.217 -2.558
H10 9.877 2.989 -1.412
H11 4.475 -2.707 4.706
H12 -5.368 -1.881 -0.720
H13 4.596 2.224 1.515
H14 0.746 0.938 3.513
H15 4.897 -1.818 -0.827
H16 6.501 0.179 1.713
H17 0.864 1.514 -6.364
H18 5.512 3.392 0.481
H19 -10.194 0.070 0.445
H20 -5.438 -4.634 -1.761
H21 6.878 3.220 -1.675
H22 -0.572 -1.188 4.174
H23 -6.888 -0.017 2.098
H24 1.197 -0.321 2.186
H25 0.507 -0.716 -3.290
H26 3.747 5.023 -0.920
H27 2.254 2.405 -5.574
H28 2.361 0.819 3.017
H29 3.106 4.117 1.102
H30 7.525 2.051 0.677
H31 -4.925 1.164 0.811
H32 7.716 -1.589 0.217
H33 3.722 -1.080 3.433
H34 9.011 4.368 -1.929
H35 1.352 -1.218 6.175
H36 3.000 0.398 -3.527
H37 5.065 2.159 -1.482
H38 -9.061 -1.730 -0.156
H39 -0.856 1.898 -3.921
H40 -7.958 1.938 0.497
H41 2.107 4.863 -0.862
H42 0.251 4.843 -5.528
H43 3.426 -2.124 6.026
H44 -9.393 0.448 1.803
H45 2.895 2.258 -3.454
H46 -6.360 0.696 -1.030
H47 8.241 0.821 -0.225
H48 4.994 -0.259 1.098
H49 2.411 0.717 -5.859
H50 9.072 3.962 -0.273
H51 0.813 0.348 5.609
H52 0.413 -2.686 4.575
H53 7.901 2.050 -2.426
H54 2.104 1.248 -2.196
H55 -0.347 4.466 -3.673
H56 -3.056 0.523 2.285
H57 2.959 3.686 -1.840
H58 2.666 -4.208 5.779
H59 6.419 -2.355 1.058
H60 2.817 -2.296 2.856
H61 -6.142 -1.549 1.992
H62 -7.627 -0.183 -1.726
H63 -5.584 1.331 3.710
H64 5.311 -0.078 -2.253
H65 2.582 0.019 5.585
H66 2.481 2.631 0.413
H67 0.421 -2.210 2.951
H68 -6.917 -2.092 -1.590
H69 -8.962 1.666 -0.839
H70 3.980 1.028 -0.572
H71 -5.987 -3.806 0.732
H72 6.353 -2.455 -1.568
H73 -4.427 2.424 3.044
H74 -4.123 -0.583 3.224
H75 -0.345 -0.165 -4.752
H76 -4.253 -0.399 0.595

Properties
- <S²> = 3.752
- spin multiplicity = 4
- HOMO (alpha / beta) (Ha) = -0.18190 / -0.39098
- HOMO-LUMO gap (alpha / beta) (eV) = 2.97 / 8.63
- charge = +1

=====

# 2
C11H17AuBrN3O4 | ωB97M-V with the def2-TZVPD basis set

Atoms and positions in Å:
Au1 0.036 -1.257 1.273
Br1 2.410 -1.993 -0.387
O1 0.200 -6.311 -2.239
O2 0.161 0.170 2.859
O3 -0.076 0.748 -0.122
O4 -0.952 -1.620 3.277
N1 -1.032 2.763 -0.475
N2 1.226 2.591 0.194
N3 -0.117 -2.904 0.016
C1 -2.334 2.188 -0.342
C2 0.039 -5.217 -1.543
C3 1.383 3.965 0.571
C4 1.004 -3.226 -0.642
C5 0.048 1.972 -0.117
C6 -1.150 -4.849 -0.886
C7 -1.177 -3.709 -0.118
C8 -0.930 3.913 -1.323
C9 -0.512 -0.525 3.666
C10 1.140 -4.338 -1.428
C11 2.382 1.760 0.332
H1 -2.361 1.499 0.502
H2 -2.613 1.620 -1.238
H3 -2.065 -3.424 0.427
H4 -3.074 2.982 -0.218
H5 0.084 4.074 -1.679
H6 3.286 2.359 0.230
H7 2.367 0.968 -0.417
H8 2.405 1.281 1.319
H9 0.437 4.459 0.775
H10 1.922 4.518 -0.207
H11 -0.587 -6.876 -2.298
H12 -1.585 3.776 -2.189
H13 -0.708 -0.168 4.679
H14 -2.039 -5.458 -0.960
H15 2.058 -4.568 -1.950
H16 -1.284 4.816 -0.812
H17 2.007 4.023 1.468

Properties
- HOMO (alpha / beta) (Ha) = -0.54864 / -0.54738
- HOMO-LUMO gap (alpha / beta) (eV) = 3.57 / 3.52
- charge = +2

=====

# 3
C17H24N2O3 | ωB97M-V with the def2-TZVPD basis set

Atoms and positions in Å:
O1 -1.721 1.035 2.971
O2 -1.878 -0.445 -0.265
O3 3.747 0.056 -0.047
N1 -1.670 -1.140 2.413
N2 1.920 0.769 1.046
C1 0.999 1.282 3.255
C2 1.343 -0.560 1.051
C3 -0.256 0.539 -3.343
C4 -1.096 0.001 2.864
C5 0.365 -0.113 3.316
C6 -0.775 -0.349 -4.281
C7 -2.784 -1.396 0.244
C8 1.139 1.725 1.795
C9 -0.644 0.486 -2.023
C10 3.712 2.364 0.568
C11 3.141 0.962 0.497
C12 -1.694 -1.291 -3.849
C13 1.230 -1.069 2.488
C14 -2.094 -1.360 -2.523
C15 -2.946 -1.118 1.741
C16 -1.569 -0.469 -1.599
C17 -0.331 -0.288 -5.711
H1 0.464 1.282 -3.655
H2 -3.761 -1.314 -0.250
H3 -2.812 -2.110 -2.231
H4 -2.114 -1.992 -4.556
H5 0.693 -0.650 -5.801
H6 2.230 -1.095 2.929
H7 1.591 2.713 1.749
H8 -1.102 -1.960 2.272
H9 1.981 1.260 3.732
H10 -3.353 -0.115 1.890
H11 0.851 -2.092 2.500
H12 -0.969 -0.901 -6.343
H13 0.138 1.783 1.352
H14 0.364 1.994 3.781
H15 0.338 -0.452 4.359
H16 3.055 3.075 0.071
H17 3.862 2.671 1.600
H18 -0.243 1.177 -1.299
H19 -0.355 0.737 -6.076
H20 -3.622 -1.860 2.178
H21 0.353 -0.514 0.586
H22 -2.393 -2.414 0.089
H23 1.995 -1.203 0.457
H24 4.673 2.357 0.060

Properties
- energy relative to the best compared isomer or geometry (same formula, charge and spin) (kcal per mole) = 20.65
- HOMO (Ha) = -0.31000
- HOMO-LUMO gap (eV) = 9.09
- structure (SMILES) = CC(=O)N1CCC(C(=O)NCCOc2ccc(C)cc2)CC1
- charge = 0

=====

# 4
C12H17N | ωB97M-V with the def2-TZVPD basis set

Atoms and positions in Å:
N1 2.286 -0.591 1.650
C1 3.160 1.291 0.831
C2 -3.382 -0.659 -1.271
C3 0.178 -0.613 -1.435
C4 3.193 0.418 1.905
C5 1.869 1.174 -1.412
C6 0.546 -1.084 -0.170
C7 -4.430 -1.409 0.989
C8 3.941 2.521 0.715
C9 2.248 0.738 -0.132
C10 0.773 0.506 -2.036
C11 1.673 -0.402 0.440
C12 -3.158 -1.117 0.157
H1 -3.706 0.391 -1.340
H2 4.969 2.445 1.093
H3 2.055 -1.364 2.249
H4 -0.656 -0.997 -1.999
H5 -2.539 -0.731 -1.948
H6 4.068 2.954 -0.276
H7 0.167 -1.927 0.397
H8 -4.777 -2.367 0.607
H9 -4.119 -1.497 2.031
H10 -5.175 -0.620 0.920
H11 -2.517 -1.995 0.135
H12 -4.176 -1.186 -1.815
H13 0.527 0.686 -3.079
H14 -2.571 -0.343 0.655
H15 3.803 0.469 2.789
H16 3.412 3.311 1.292
H17 2.339 1.993 -1.941

Properties
- <S²> = 0.767
- energy relative to the best compared isomer or geometry (same formula, charge and spin) (kcal per mole) = 11.04
- spin multiplicity = 2
- HOMO (alpha / beta) (Ha) = 0.02733 / -0.10270
- HOMO-LUMO gap (alpha / beta) (eV) = 2.73 / 6.23
- charge = -1

=====

# 5
C24H45Cr2F3N2O23 | ωB97M-V with the def2-TZVPD basis set

Atoms and positions in Å:
Cr1 -0.696 25.960 -7.460
Cr2 -4.423 25.520 -4.934
F1 -5.809 24.568 -11.019
F2 -7.271 26.125 -11.259
F3 -5.358 26.191 -12.356
O1 -1.820 27.827 -7.088
O2 -5.281 28.655 -2.226
O3 -3.672 33.747 -7.317
O4 -0.405 24.900 -3.539
O5 1.037 33.905 -1.299
O6 0.899 27.232 -7.192
O7 -6.318 25.850 -5.651
O8 -2.899 29.346 -6.033
O9 -4.710 26.778 -3.256
O10 -5.297 26.181 -8.926
O11 -2.438 25.135 -4.102
O12 -0.438 32.286 -1.789
O13 -0.797 25.769 -5.456
O14 -3.138 35.788 -7.075
O15 -4.868 27.815 -10.375
O16 2.528 28.100 -5.909
O17 -8.476 25.274 -5.655
O18 0.778 33.336 -3.345
O19 -1.464 34.327 -7.054
O20 1.845 29.270 -7.540
O21 -6.347 26.868 -1.703
O22 -3.603 27.296 -5.951
O23 -7.942 27.113 -6.489
N1 -2.778 28.188 -6.340
N2 -1.199 25.215 -4.356
C1 -6.993 28.136 -6.806
C2 2.410 27.082 -4.868
C3 0.768 29.715 -8.381
C4 0.366 33.133 -2.111
C5 -7.244 25.112 -0.366
C6 0.269 31.435 -4.722
C7 -5.975 25.868 -11.221
C8 -2.299 36.927 -7.004
C9 0.005 32.893 -4.449
C10 -6.774 29.151 -5.709
C11 -8.221 23.930 -5.214
C12 1.691 28.142 -6.893
C13 -2.642 34.575 -7.091
C14 -3.244 29.584 -10.129
C15 -7.509 26.063 -5.881
C16 -5.350 26.654 -10.031
C17 -4.163 29.354 -2.798
C18 -6.364 25.422 -1.555
C19 -4.054 28.494 -9.442
C20 -5.381 27.381 -2.430
C21 -3.538 32.345 -7.324
C22 3.764 26.960 -4.201
C23 -2.979 38.082 -6.308
C24 0.672 33.865 0.081
H1 -2.272 38.920 -6.345
H2 -8.277 25.332 -0.625
H3 -3.910 38.458 -6.723
H4 -5.943 29.824 -5.907
H5 -4.212 31.873 -6.608
H6 -0.244 31.084 -5.616
H7 -7.711 29.709 -5.623
H8 2.113 26.153 -5.356
H9 -0.234 29.604 -7.968
H10 -0.375 34.117 0.242
H11 0.850 32.881 0.521
H12 -7.356 28.650 -7.691
H13 -2.536 31.953 -7.156
H14 -6.865 25.082 -2.469
H15 -6.898 25.624 0.526
H16 0.699 29.110 -9.299
H17 -8.846 23.754 -4.336
H18 -7.199 23.799 -4.871
H19 -6.050 27.680 -7.112
H20 3.921 25.970 -3.790
H21 -3.943 30.350 -10.484
H22 -1.066 33.062 -4.307
H23 -4.665 29.028 -8.708
H24 0.289 33.530 -5.279
H25 -0.028 30.808 -3.883
H26 -7.229 24.040 -0.160
H27 -2.675 29.253 -10.995
H28 3.946 27.775 -3.503
H29 1.615 27.393 -4.190
H30 -3.854 32.007 -8.315
H31 -6.614 28.789 -4.688
H32 -3.075 37.943 -5.228
H33 1.046 30.712 -8.694
H34 -1.376 36.725 -6.456
H35 -5.419 24.888 -1.478
H36 -1.977 37.264 -7.993
H37 -3.885 30.187 -2.160
H38 4.509 27.167 -4.974
H39 -3.378 27.813 -8.922
H40 -3.296 28.712 -2.921
H41 -8.586 23.247 -5.973
H42 -2.659 30.136 -9.391
H43 -4.435 29.819 -3.747
H44 1.318 34.563 0.603
H45 1.339 31.270 -4.885

Properties
- <S²> = 20.014
- spin multiplicity = 9
- HOMO (alpha / beta) (Ha) = -0.50376 / -0.50376
- HOMO-LUMO gap (alpha / beta) (eV) = 5.61 / 6.36
- charge = +2

=====

# 6
C53H47GaN6O2P2 | ωB97M-V with the def2-TZVPD basis set

Atoms and positions in Å:
Ga1 0.609 0.268 -0.024
P1 -1.906 1.097 0.142
P2 1.341 2.643 -0.568
O1 2.338 -0.395 -0.093
O2 1.151 -5.954 4.063
N1 -1.180 3.696 0.032
N2 0.405 -0.465 1.881
N3 1.487 1.174 3.119
N4 2.505 -5.588 -1.955
N5 2.379 -6.595 -1.305
N6 0.249 -1.395 -1.141
C1 -0.282 -1.606 1.821
C2 -0.798 -1.753 -1.859
C3 -4.944 1.334 -2.545
C4 2.361 -1.728 -0.235
C5 -0.472 -2.450 2.900
C6 -3.868 -0.914 0.628
C7 2.447 -4.352 -1.278
C8 3.083 -6.745 1.071
C9 -3.460 6.642 -0.334
C10 -4.400 1.257 -3.798
C11 -4.567 -1.552 2.803
C12 2.826 -6.579 2.443
C13 5.606 3.729 0.744
C14 0.897 -5.945 0.531
C15 3.501 4.433 -0.222
C16 -3.690 -0.619 3.379
C17 -4.650 -1.739 1.437
C18 -2.072 4.647 -0.474
C19 -0.829 -3.017 -2.513
C20 -2.533 5.782 0.258
C21 -3.066 0.138 1.145
C22 3.538 -3.876 -0.516
C23 0.209 4.040 0.030
C24 3.048 3.105 -0.094
C25 0.384 3.504 -3.072
C26 0.794 2.278 -5.096
C27 4.789 4.694 0.169
C28 0.119 3.258 -4.430
C29 -3.311 5.432 -2.369
C30 3.937 2.102 0.196
C31 -2.409 4.524 -1.809
C32 -4.175 1.372 -1.410
C33 5.228 2.428 0.595
C34 2.103 -6.358 4.990
C35 1.373 -3.510 -1.560
C36 1.566 -6.001 2.756
C37 -3.868 6.493 -1.635
C38 1.835 1.533 -4.461
C39 -2.815 1.220 -1.474
C40 0.915 -0.039 3.030
C41 0.954 -0.961 4.091
C42 0.270 -3.860 -2.331
C43 2.134 -6.427 0.148
C44 -2.140 1.308 -2.713
C45 0.199 -2.097 4.055
C46 -3.017 0.253 2.551
C47 1.299 -2.223 -0.960
C48 -2.989 1.374 -3.862
C49 0.595 -5.609 1.822
C50 1.975 1.676 -3.080
C51 1.248 2.666 -2.388
C52 -1.647 2.799 0.973
C53 3.498 -2.566 0.020
H1 0.245 -4.788 -2.933
H2 -3.971 7.412 0.242
H3 -2.432 1.090 2.949
H4 3.528 -6.820 3.189
H5 0.017 4.407 -2.604
H6 2.643 1.028 -2.542
H7 -2.272 5.862 1.404
H8 1.758 1.745 2.323
H9 -0.996 2.668 1.821
H10 -1.562 -0.949 -1.877
H11 4.311 -2.107 0.533
H12 1.521 -0.774 5.018
H13 2.961 5.165 -0.693
H14 -3.568 -0.587 4.455
H15 -1.027 -3.356 2.718
H16 -1.617 -3.301 -3.214
H17 -2.580 1.214 -4.837
H18 5.028 5.781 0.099
H19 0.157 -2.710 4.985
H20 -4.559 7.106 -2.167
H21 -2.673 3.131 1.270
H22 4.062 -7.135 0.778
H23 -5.015 1.089 -4.667
H24 0.613 4.390 0.937
H25 0.440 4.869 -0.705
H26 -5.208 -2.204 3.415
H27 3.571 1.096 0.297
H28 1.867 -5.750 5.862
H29 -4.702 1.473 -0.485
H30 3.109 -6.135 4.797
H31 2.401 0.772 -4.956
H32 0.121 -5.645 -0.235
H33 -2.079 3.649 -2.340
H34 4.469 -4.578 -0.348
H35 6.562 3.944 1.188
H36 -0.560 3.904 -4.922
H37 -6.002 1.353 -2.432
H38 -0.271 -5.121 2.190
H39 5.829 1.565 0.882
H40 2.042 -7.428 5.242
H41 -1.071 1.434 -2.779
H42 0.548 2.098 -6.143
H43 -5.321 -2.489 1.081
H44 -3.966 -1.045 -0.477
H45 -0.734 -1.912 0.838
H46 -3.728 5.274 -3.340
H47 2.005 1.339 3.964

Properties
- energy relative to the best compared isomer or geometry (same formula, charge and spin) (kcal per mole) = 19.66
- HOMO (Ha) = -0.44015
- HOMO-LUMO gap (eV) = 6.64
- charge = +2